Arrangement a

Density functional theory data (wB97M-V/def2-TZVPD) for an isolated molecule of H2O2Si2.

## Properties
- Kohn-Sham gap (eV) = 8.26
- multiplicity = 1

Last column: Mulliken charge in e.
Cartesian coordinates (Å):
O1 2.412 0.436 0.505  -0.528
O2 -0.400 0.453 -0.214  0.257
Si1 1.147 -0.048 -0.172  0.458
Si2 -1.912 0.890 0.175  -0.032
H1 1.092 -1.275 -0.919  -0.048
H2 -2.339 -0.457 0.625  -0.107

---

Arrangement b

Density functional theory data (wB97M-V/def2-TZVPD) for a structure of composition H2O2Si2.

## Properties
- Kohn-Sham gap (eV) = 8.55
- multiplicity = 1

Last column: Mulliken charge in e.
Cartesian coordinates (Å):
O1 1.125 1.354 0.163  0.140
O2 -1.166 0.551 -1.089  -0.523
Si1 -0.250 1.592 -0.421  0.420
Si2 1.753 0.021 0.908  0.085
H1 -0.362 3.053 -0.365  -0.041
H2 0.439 -0.291 1.473  -0.081

---

Which structure is the least stable? The one labeled arrangement b.

---

Arrangement a

Density functional theory data (wB97M-V/def2-TZVPD) for a cluster of 2 separate species, CH5NOS in total.

## Properties
- Kohn-Sham gap (eV) = 10.03
- multiplicity = 1
- SMILES = C=O.NS

Last column: Mulliken charge in e.
Cartesian coordinates (Å):
C1 0.797 0.211 -1.253  -0.168
N1 -0.980 0.456 1.172  -0.610
O1 0.265 1.285 -0.921  -0.552
S1 -0.061 -1.097 0.841  -0.163
H1 -0.610 0.959 0.295  0.469
H2 1.848 -0.076 -1.118  0.311
H3 0.272 -0.415 -2.015  0.285
H4 -0.543 0.704 2.007  0.272
H5 -0.987 -2.027 0.992  0.157

---

Arrangement b

Density functional theory data (wB97M-V/def2-TZVPD) for a cluster of 2 separate species, CH5NOS in total.

## Properties
- Kohn-Sham gap (eV) = 10.52
- multiplicity = 1
- SMILES = NC=O.S

Last column: Mulliken charge in e.
Cartesian coordinates (Å):
S1 0.773 2.547 0.652  -0.272
H1 1.745 1.635 0.757  0.119
H2 1.117 3.058 -0.535  0.148
C1 -0.866 -2.197 -0.565  0.112
N1 -0.028 -2.024 0.528  -0.363
O1 -1.038 -1.418 -1.456  -0.485
H3 -1.388 -3.170 -0.492  0.286
H4 0.737 -1.394 0.393  0.216
H5 -0.467 -2.390 1.349  0.239

---

Arrangement c

Density functional theory data (wB97M-V/def2-TZVPD) for an isolated molecule of CH5NOS.

## Properties
- Kohn-Sham gap (eV) = 10.53
- multiplicity = 1
- SMILES = OCNS

Last column: Mulliken charge in e.
Cartesian coordinates (Å):
C1 0.646 -0.217 0.009  -0.321
N1 -0.807 -0.595 0.227  -0.296
O1 1.821 0.736 0.522  -0.522
S1 -1.986 0.612 -0.037  -0.120
H1 0.737 -0.039 -1.121  0.305
H2 -2.384 0.082 -1.106  0.119
H3 1.175 -1.037 0.364  0.264
H4 -0.841 -1.185 0.997  0.270
H5 1.638 1.642 0.144  0.301

---

Which structure is the least stable? The one labeled arrangement c.